# 1
{"formula": "C20H17F6NOS2", "method": "ωB97M-V/def2-TZVPD", "species": ["C", "C", "N", "C", "S", "S", "C", "C", "O", "H", "H", "H", "H", "H", "H", "H", "H", "F", "C", "F", "F", "C", "C", "C", "C", "C", "C", "C", "C", "C", "C", "F", "F", "F", "C", "C", "C", "C", "H", "H", "H", "H", "H", "H", "H", "H", "H"], "xyz": [[-0.26944, 3.61745, 0.78733], [-1.55236, 3.09777, 0.13394], [-1.71296, 1.65698, 0.42398], [-2.52741, 0.87754, -0.39743], [-2.65547, 0.83989, -2.09697], [-3.46699, -0.40145, 0.18812], [-1.64263, 1.33460, 1.85827], [-0.33749, 1.88417, 2.42716], [-0.24128, 3.29541, 2.18441], [0.60096, 3.18596, 0.25910], [-0.27500, 4.72281, 0.75075], [-2.39454, 3.68766, 0.55676], [-1.55460, 3.19946, -0.96018], [-2.48486, 1.78497, 2.42736], [-1.70736, 0.23851, 1.97578], [-0.36074, 1.77845, 3.52884], [0.51205, 1.33036, 1.97967], [-1.89930, -0.35336, -8.88221], [-2.72523, -1.31408, -8.36819], [-4.00799, -0.92683, -8.62713], [-2.49805, -2.47200, -9.07333], [-2.46434, -1.52538, -6.91013], [-3.54421, -1.60660, -6.04543], [-3.31897, -1.73964, -4.68834], [-1.99056, -1.75331, -4.15883], [-1.86357, -1.78324, -2.74730], [-0.66465, -1.82893, -1.98473], [0.58889, -1.31388, -2.42904], [1.68758, -1.31663, -1.58641], [1.56485, -1.79200, -0.29165], [2.72947, -1.72400, 0.64519], [2.33281, -1.39506, 1.91594], [3.36487, -2.93992, 0.72023], [3.65686, -0.80242, 0.26179], [0.37641, -2.34763, 0.16959], [-0.71927, -2.38447, -0.66648], [-0.91142, -1.84759, -5.10223], [-1.15376, -1.65989, -6.45700], [-4.55053, -1.54466, -6.43517], [-4.17189, -1.75891, -4.00690], [-2.78674, -1.96667, -2.18358], [0.67149, -0.80696, -3.39708], [2.64063, -0.90420, -1.91634], [0.31655, -2.69607, 1.19223], [-1.67834, -2.72575, -0.26289], [0.11833, -2.01955, -4.77770], [-0.33585, -1.59972, -7.17011]], "forces_ev_per_angstrom": [[-0.28, -0.07, 0.15], [-0.05, -0.25, 0.02], [-1.11, -0.21, -0.70], [-0.08, -0.88, 1.25], [1.25, 0.49, -1.05], [0.33, -0.05, 0.90], [-0.20, -0.09, 0.12], [-0.34, 0.26, -0.04], [0.15, -0.40, -0.47], [-0.11, 0.24, 0.29], [0.25, -0.59, -0.14], [0.17, -0.49, -0.22], [0.14, 0.18, 0.31], [0.22, -0.19, -0.45], [0.09, 0.57, -0.05], [0.24, -0.06, -0.62], [-0.14, 0.35, 0.26], [-0.65, -0.82, 0.24], [-0.02, 0.03, -1.00], [1.11, -0.36, 0.13], [-0.21, 1.08, 0.42], [-0.09, 0.12, 0.04], [0.08, -0.12, 0.26], [0.63, 0.39, 0.36], [-0.38, -0.65, -2.01], [-0.88, 0.91, 1.03], [1.29, -0.24, 0.95], [-0.48, 0.13, 0.03], [0.02, 0.22, -0.36], [-0.09, -0.20, 0.21], [0.71, -0.11, 0.64], [0.45, -0.33, -1.04], [-0.40, 1.09, 0.08], [-0.63, -0.76, 0.35], [0.26, 0.20, -0.13], [-0.70, 0.65, -0.43], [-0.41, 0.51, 0.40], [-0.14, -0.11, 0.24], [0.02, -0.01, 0.06], [0.33, 0.05, -0.09], [0.39, -0.03, -0.20], [-0.07, -0.27, 0.57], [-0.31, -0.04, 0.06], [-0.09, -0.05, -0.05], [0.38, -0.02, -0.37], [-0.57, 0.07, -0.11], [-0.09, -0.16, 0.16]], "nbo_charge": [-0.0755, -0.2475, -0.4463, -0.0988, -0.0505, -0.2024, -0.2579, -0.0775, -0.5299, 0.1704, 0.2012, 0.1911, 0.2317, 0.1974, 0.2432, 0.2027, 0.1712, -0.3222, 0.9741, -0.3199, -0.3252, -0.1210, -0.2002, -0.0741, -0.1517, -0.0021, -0.0367, -0.1727, -0.1966, -0.1218, 0.9750, -0.3252, -0.3247, -0.3206, -0.1830, -0.1648, -0.1626, -0.1769, 0.2411, 0.2249, 0.2535, 0.2249, 0.2397, 0.2389, 0.2433, 0.2268, 0.2368], "total_charge": 0, "homo_lumo_gap_ev": 4.57, "lumo_ev": -2.613}

---

# 2
{"formula": "C2H2N3O2S2", "method": "ωB97M-V/def2-TZVPD", "species": ["C", "C", "N", "N", "N", "O", "O", "S", "S", "H", "H"], "xyz": [[-1.88060, 0.80552, -0.21681], [-0.28613, -0.38959, 0.53307], [-0.63667, 0.86552, 0.24499], [-1.22174, -1.26579, 0.25253], [-2.27379, -0.47998, -0.25073], [3.04386, -0.05475, 1.67464], [3.12750, -1.51349, -0.34447], [2.79734, 1.31561, -0.91026], [2.65883, -0.26545, 0.27530], [-2.15821, 1.81585, -0.71269], [-3.17039, -0.83344, -0.54555]], "forces_ev_per_angstrom": [[1.63, 2.14, -0.83], [1.90, -0.77, -0.32], [-0.62, 1.30, -0.08], [-1.06, -0.49, -0.25], [0.26, 0.63, 0.11], [-0.72, -0.21, -1.40], [-1.05, 1.17, 0.72], [-0.42, -0.83, 0.70], [0.58, -0.30, 0.34], [-0.82, -2.37, 0.87], [0.33, -0.26, 0.14]], "nbo_charge": [0.1140, 0.1156, -0.5645, -0.3967, -0.4157, -0.8939, -0.8967, -0.4729, 1.8051, 0.2114, 0.3943], "total_charge": -1, "homo_lumo_gap_ev": [6.59, 6.59], "lumo_ev": [2.358, 2.359], "e_above_lowest_kj_mol": 310.3}

---

# 3
{"formula": "C4H12O3S", "method": "ωB97M-V/def2-TZVPD", "species": ["O", "C", "C", "C", "C", "S", "H", "H", "H", "H", "H", "H", "H", "H", "O", "H", "H", "O", "H", "H"], "xyz": [[-0.00462, 1.69059, -2.20705], [1.06681, 1.37067, -1.75140], [1.10962, 0.48422, -0.54761], [-0.12835, 0.49004, 0.38175], [0.06647, -0.48137, 1.54728], [-1.18922, -0.20728, 2.84508], [2.00717, 1.51491, -2.31107], [1.92208, 0.73292, 0.15477], [1.49418, -0.50811, -0.79915], [-0.18415, 1.53467, 0.68764], [-1.05892, 0.22379, -0.10676], [0.94743, -0.12718, 2.08257], [0.00182, -1.51365, 1.26652], [-2.16843, -1.06513, 2.60644], [1.30737, -2.59782, 0.06054], [0.94058, -2.60473, -0.83103], [1.55824, -3.49478, 0.29391], [-2.52589, 1.87686, -1.24888], [-3.34386, 1.45616, -0.97665], [-1.81833, 1.22521, -1.14690]], "forces_ev_per_angstrom": [[0.56, 0.53, -0.18], [-0.88, -1.38, -0.16], [0.76, -0.22, 1.64], [0.61, -0.43, -0.83], [-1.16, 1.66, 0.48], [0.11, 0.75, 0.79], [0.06, 0.40, 0.14], [0.17, 0.58, -0.40], [-0.46, -0.08, -0.55], [-0.48, -0.14, 0.43], [0.04, -0.10, -0.15], [0.39, -0.88, -0.07], [0.67, -0.13, -0.03], [-0.07, -0.44, -0.56], [0.15, -0.01, -0.15], [0.09, -0.36, 0.09], [-0.03, -0.16, -0.24], [-0.20, 0.07, -0.02], [-0.02, -0.11, 0.10], [-0.31, 0.46, -0.34]], "nbo_charge": [-0.5197, 0.4381, -0.5305, -0.3989, -0.5022, -0.0719, 0.1190, 0.2225, 0.2429, 0.2250, 0.1834, 0.2148, 0.2555, 0.1167, -0.9521, 0.4782, 0.4850, -0.9398, 0.4590, 0.4749], "smiles": "O=CCCCS.O.O", "total_charge": 0, "homo_lumo_gap_ev": 9.16, "lumo_ev": 0.243, "e_above_lowest_kj_mol": 58.1}